105
Properties=species:S:1:pos:R:3:forces:R:3:mulliken_charge:R:1 method="wB97M-V/def2-TZVPD" e_above_lowest_kj_mol=407.1 orbital_gap_ev=9.893 homo_ev=-9.6
O -13.993621 22.764259 -23.047637 2.3037 -0.3325 -0.9451 -0.473
O -9.309566 28.064232 -14.099348 -0.4596 4.6090 -1.1749 -0.625
O -3.781578 28.176840 -19.537501 2.0860 0.0484 -0.1210 -0.607
O -10.140537 24.711408 -13.224721 -0.1050 0.8919 0.0021 -0.559
O -7.121197 26.959592 -19.006811 0.4966 3.1785 0.3542 -0.687
O -8.478185 21.514565 -20.743446 -1.2011 -1.5806 0.5534 -0.809
O -9.062610 24.168085 -21.240105 -0.5841 -0.6069 -1.1436 0.104
O -8.049158 20.791228 -18.258156 -0.0158 -0.4299 2.2884 -0.648
O -11.217287 26.828507 -18.570131 -0.2644 0.4967 -1.4755 -0.573
O -5.496849 23.451608 -18.943509 0.6556 -0.1718 -1.1214 -0.477
O -12.025289 28.250745 -15.313837 -0.5597 -0.1317 -0.6266 -0.616
O -15.130322 22.686746 -19.853399 -1.0381 -1.1778 -1.2610 -0.603
O -12.526508 23.458436 -19.262521 -0.8453 0.4592 -0.5767 -0.397
O -8.720118 25.203258 -17.885487 -0.3560 -0.3705 -0.7226 1.403
O -7.601955 22.569610 -25.138254 -0.3679 0.5877 0.3869 -0.591
O -9.432755 23.949843 -15.743155 1.0689 -0.5421 -1.2687 -0.267
O -5.144814 25.291606 -14.152296 -0.4491 0.4917 1.2646 -0.545
O -11.691028 21.634108 -21.556006 1.2118 1.6777 2.8883 -0.549
O -11.589079 22.914386 -16.907384 0.1978 -0.2726 1.8950 -0.730
O -6.206092 20.563853 -22.486705 0.5319 0.2265 -0.6169 -0.497
O -6.498005 24.907185 -21.280419 -0.5129 -0.5093 0.4126 -0.040
O -3.284489 24.674011 -22.874876 1.5298 0.2444 -1.2144 -0.577
O -6.715600 23.206835 -16.518660 -0.0704 0.0446 -0.7770 -0.691
C -14.947993 23.986676 -19.379677 3.8409 -2.5823 1.9449 -0.709
C -11.561018 26.905830 -17.230731 0.2625 1.5573 -0.1223 0.400
C -5.718804 24.061279 -14.558480 1.5406 0.6299 -0.7470 -0.959
C -11.507360 22.593594 -22.552028 -0.7168 0.6458 -0.4729 0.934
C -5.205346 28.254143 -19.662863 0.9061 -0.8557 2.4255 -0.847
C -9.470157 24.860611 -20.109076 -0.7400 0.8015 0.6976 -1.092
C -11.399796 28.329078 -16.596659 -0.1449 -0.3115 0.0385 -0.390
C -12.637831 22.446547 -23.565201 -0.4190 3.0432 -1.0382 -0.756
C -6.236207 24.371201 -15.921890 1.5058 -0.4081 0.6495 0.738
C -8.933739 24.186975 -18.873196 -1.4805 -1.0536 1.1336 1.206
C -13.503614 24.416976 -19.736044 -1.1892 0.7623 0.1652 -0.082
C -6.969844 22.474670 -23.852262 0.4320 -1.7164 -1.0385 0.313
C -4.244400 24.324966 -21.975342 -1.8083 -0.8860 0.4668 -0.387
C -10.407413 26.086594 -13.575682 -0.8587 0.3052 0.5973 -0.556
C -5.402356 25.390724 -22.090251 0.1882 -1.6855 3.3638 -0.380
C -9.114789 26.754634 -13.955502 0.4989 -2.5072 0.2100 0.815
C -6.744021 20.969887 -23.767979 -3.0126 0.3277 4.1489 -0.738
C -5.715635 27.085654 -18.766450 -1.6363 0.4513 -0.9432 0.176
H -14.311557 22.180614 -19.829162 -0.0324 0.2689 0.4464 0.320
H -6.227583 20.652768 -24.572802 2.2402 -1.0089 -2.5295 0.593
H -9.705306 23.394306 -18.541998 1.2193 1.1659 -0.1556 0.541
H -15.003348 23.893118 -18.294554 0.0805 0.4380 0.4684 0.259
H -11.178270 26.122299 -14.389308 0.7954 0.1144 0.5210 0.248
H -7.545695 22.878484 -23.053451 -0.7843 0.2108 0.6299 -0.178
H -12.614564 21.509545 -24.088188 -0.1309 -0.7797 -0.0351 0.359
H -8.772679 26.448230 -14.900326 0.4995 -1.5922 -1.2445 -0.805
H -8.404152 22.018323 -25.064655 0.4628 0.4877 -0.1993 0.353
H -7.148829 20.575380 -18.012171 0.0738 0.0075 -0.1193 0.277
H -8.669088 22.401966 -20.954700 -1.3982 2.4123 -0.1005 0.138
H -11.424358 28.382600 -14.600303 1.0746 0.2218 0.6012 0.354
H -9.809378 24.139294 -14.922187 -0.1577 1.0684 3.1204 0.226
H -12.353318 22.796099 -19.962399 0.2130 0.2898 0.2366 0.019
H -10.180168 23.443815 -16.057636 -0.4185 -0.9976 -1.6621 0.255
H -14.056651 22.250444 -22.252765 -0.5467 -0.3309 0.8261 0.327
H -5.104183 26.326651 -21.564268 0.4033 -0.3538 -0.8678 0.058
H -6.013008 22.975852 -23.812503 0.1826 0.3420 -0.6085 0.180
H -12.619425 26.782682 -17.161866 -0.8339 -0.7143 0.0235 0.369
H -10.820924 26.704735 -12.717848 0.3203 -0.9508 -0.6212 0.335
H -12.086470 23.360135 -16.211025 -0.2104 -0.2187 0.0029 0.413
H -8.020588 23.623926 -19.050080 0.1993 0.1092 -0.2229 -0.401
H -6.062480 23.384899 -18.152328 0.0273 -0.8082 0.1418 0.065
H -5.762795 25.592745 -23.084099 -0.0174 -0.2034 -0.3909 0.413
H -10.475678 22.476871 -22.993096 -1.0920 0.3056 0.1950 -0.357
H -6.911778 25.169031 -15.754521 -1.2702 0.6914 -0.5619 -0.250
H -3.846606 24.260240 -20.972130 0.0564 0.8189 0.7916 0.316
H -6.037137 19.615685 -22.548937 0.0091 0.1796 0.1948 0.267
H -7.605426 23.092086 -16.182470 -0.7376 -0.2765 -0.1781 0.268
H -8.975400 25.881374 -20.160898 -1.2348 -0.7038 0.1292 0.590
H -4.210011 25.427927 -14.242005 0.5660 -0.6205 -0.2880 0.310
H -3.149514 25.603121 -22.689835 0.6220 0.3772 -0.3339 0.372
H -10.262897 26.793874 -18.705171 0.0485 -0.0926 0.4157 0.184
H -13.388608 25.421862 -19.248989 0.7540 -0.9147 -0.6910 0.149
H -11.025877 26.094523 -16.760890 0.1145 0.0460 1.1448 -0.283
H -12.153348 20.857582 -21.738066 -0.9763 -1.7882 -1.2183 0.297
H -10.331983 28.627237 -16.613870 -0.4613 -0.0036 0.3856 0.154
H -7.626438 21.504548 -21.098619 2.6506 -0.9843 -1.0575 0.371
H -11.611315 23.616659 -22.054132 0.4547 -1.2849 -0.7140 -0.134
H -12.452560 23.247414 -24.344596 -0.3139 -0.9148 0.6707 0.379
H -10.922478 24.423309 -12.761994 -0.2683 -0.4684 0.3091 0.298
H -8.865265 28.314116 -14.935778 -0.5500 0.2923 0.9821 0.404
H -5.400789 29.214033 -19.309409 -1.2396 1.5847 1.3789 0.465
H -10.600574 24.836486 -20.059159 1.3149 0.6950 -0.1128 -0.187
H -5.369588 24.795707 -16.448695 -0.3585 -0.3668 -0.4422 0.205
H -7.738028 20.456718 -23.794562 0.3132 0.5109 -0.3448 0.323
H -8.303180 26.592726 -13.262030 0.0816 -0.6486 0.6908 0.397
H -7.430182 26.088210 -18.919842 -0.3194 -1.6545 0.7492 -0.087
H -11.972921 23.262861 -17.703917 -0.3567 0.2511 -1.4200 0.417
H -8.096031 20.952174 -19.183448 -0.1185 0.3832 -1.5716 0.408
H -5.108888 22.588146 -19.220676 -0.8059 0.9494 0.7849 0.236
H -4.485852 23.218966 -22.071915 -0.5437 1.3463 -0.7899 0.240
H -13.442049 24.425923 -20.829854 0.1257 0.5392 0.1528 0.269
H -15.727875 24.581687 -19.650908 -1.8488 1.8475 -1.4106 0.527
H -6.238153 24.439414 -20.425439 0.3260 0.6661 -1.3581 -0.155
H -5.378620 27.106539 -17.679897 -0.6291 0.5665 -1.1115 0.148
H -3.354791 28.475269 -18.663539 -1.8951 -0.4993 -1.9815 0.323
H -5.655396 28.373121 -20.662590 0.9451 -1.2353 -0.0953 0.320
H -5.123868 23.159550 -14.565460 1.0702 0.0423 -0.1359 0.379
H -5.390672 26.162450 -19.155789 1.6376 -0.9590 -0.4914 -0.001
H -11.993018 29.132112 -17.098690 0.6536 -0.9319 -0.3892 0.322
H -8.272276 24.653732 -21.455393 1.2718 -0.1915 -0.8476 0.071
H -6.453971 23.812167 -13.868205 -1.8000 -0.0739 1.2617 0.398
H -9.070752 24.852879 -17.058088 0.1214 -0.0071 0.5673 -0.707